No. 1
{
  "formula": "C11H44N6O11",
  "method": "ωB97M-V with the def2-TZVPD basis set",
  "smiles": "NC(N)=O.NC(N)=O.NC(N)=O.CO.CO.CO.CO.CO.CO.CO.CO",
  "energy_ha": -1601.4843,
  "species": ["N", "C", "N", "O", "H", "H", "H", "H", "N", "C", "N", "O", "H", "H", "H", "H", "N", "C", "N", "O", "H", "H", "H", "H", "C", "O", "H", "H", "H", "H", "C", "O", "H", "H", "H", "H", "C", "O", "H", "H", "H", "H", "C", "O", "H", "H", "H", "H", "C", "O", "H", "H", "H", "H", "C", "O", "H", "H", "H", "H", "C", "O", "H", "H", "H", "H", "C", "O", "H", "H", "H", "H"],
  "coordinates": [[-1.040, -3.597, 2.426], [-0.235, -2.896, 1.675], [-0.842, -2.415, 0.666], [1.117, -2.737, 1.942], [-0.610, -4.086, 3.263], [-2.016, -3.243, 2.590], [-0.188, -1.698, 0.161], [-1.808, -2.334, 0.602], [0.726, -1.046, -0.922], [0.927, -0.034, -0.113], [-0.013, 0.841, -0.174], [1.903, 0.046, 0.845], [1.519, -1.741, -1.110], [-0.006, -1.061, -1.736], [0.083, 1.633, 0.449], [-0.725, 0.824, -0.941], [1.052, 2.518, 1.676], [1.569, 3.526, 1.093], [0.944, 4.678, 1.393], [2.665, 3.530, 0.233], [1.486, 1.603, 1.493], [0.451, 2.582, 2.534], [1.462, 5.489, 0.972], [-0.064, 4.845, 1.705], [-2.315, 0.353, 2.351], [-2.561, 0.062, 0.993], [-1.273, 0.080, 2.673], [-3.043, -0.237, 2.907], [-2.429, 1.468, 2.626], [-1.748, 0.202, 0.579], [0.034, 3.542, -2.216], [-1.127, 3.430, -3.007], [0.878, 2.881, -2.514], [-0.212, 3.225, -1.166], [0.356, 4.565, -2.303], [-1.815, 4.019, -2.679], [-0.214, -0.266, -3.836], [-1.023, -1.117, -3.172], [-0.589, -0.038, -4.793], [0.810, -0.583, -3.902], [-0.283, 0.687, -3.314], [-1.330, -1.934, -3.591], [0.009, -4.558, -2.061], [-1.120, -3.973, -1.461], [0.878, -4.095, -1.681], [0.023, -4.402, -3.133], [-0.007, -5.648, -1.850], [-0.867, -3.630, -0.595], [-2.268, 4.255, 1.242], [-1.496, 5.006, 2.157], [-3.089, 4.933, 0.805], [-2.947, 3.431, 1.676], [-1.841, 3.710, 0.404], [-2.162, 5.368, 2.784], [-3.482, 1.528, -1.578], [-2.171, 1.136, -1.892], [-3.970, 2.024, -2.387], [-3.255, 2.292, -0.808], [-4.066, 0.676, -1.280], [-1.643, 1.806, -2.369], [4.241, -2.026, 2.970], [3.278, -2.765, 3.655], [3.883, -1.710, 1.930], [5.166, -2.566, 2.911], [4.409, -1.157, 3.509], [2.437, -2.538, 3.274], [3.404, -4.078, -0.532], [2.771, -2.792, -0.720], [4.466, -3.999, -0.445], [3.194, -4.796, -1.395], [2.987, -4.556, 0.349], [2.765, -2.443, 0.159]],
  "lowdin_charge": [0.1481, -0.6028, 0.1450, -0.0966, 0.1516, 0.1387, 0.0901, 0.1056, 0.1425, -0.5812, 0.1663, -0.0802, 0.1169, 0.1282, 0.0646, 0.0916, 0.1292, -0.6347, 0.1260, -0.1349, 0.0661, 0.1605, 0.1285, 0.0427, -0.1531, -0.1208, 0.0932, 0.0738, 0.0774, -0.0215, -0.1359, -0.1317, 0.1061, 0.0601, 0.0847, 0.0965, -0.1750, -0.1192, 0.0816, 0.0916, 0.0634, 0.1188, -0.1499, -0.1362, 0.0346, 0.0733, 0.0915, 0.0081, -0.1597, -0.1353, 0.1078, 0.0891, 0.0496, 0.1365, -0.1091, -0.1838, 0.0734, 0.0754, 0.0861, 0.0331, -0.1723, -0.1250, 0.0910, 0.0680, 0.0465, 0.0049, -0.1080, -0.1599, 0.0669, 0.0983, 0.0817, 0.0218]
}

No. 2
{
  "formula": "C29H31N3O5",
  "method": "ωB97M-V with the def2-TZVPD basis set",
  "smiles": "CCOC(=O)C[C@@H](NC(=O)c1cccc2c1C(=O)N(Cc1cccnc1)C2)c1ccc(OC(C)C)cc1",
  "energy_ha": -1664.2332,
  "species": ["C", "C", "O", "C", "O", "C", "C", "N", "C", "O", "C", "C", "C", "C", "C", "C", "C", "O", "N", "C", "C", "C", "C", "C", "N", "C", "C", "C", "C", "C", "C", "O", "C", "C", "C", "C", "C", "H", "H", "H", "H", "H", "H", "H", "H", "H", "H", "H", "H", "H", "H", "H", "H", "H", "H", "H", "H", "H", "H", "H", "H", "H", "H", "H", "H", "H", "H", "H"],
  "coordinates": [[2.868, -1.130, -1.822], [2.028, -1.752, -2.929], [0.657, -1.392, -2.785], [-0.140, -2.236, -2.121], [0.219, -3.302, -1.689], [-1.522, -1.657, -1.950], [-1.608, -1.051, -0.532], [-0.647, 0.033, -0.366], [-0.438, 1.035, -1.230], [-1.125, 1.260, -2.214], [0.739, 1.937, -0.941], [0.833, 3.035, -1.797], [1.873, 3.943, -1.744], [2.897, 3.776, -0.825], [2.824, 2.698, 0.032], [1.760, 1.785, 0.007], [2.023, 0.790, 1.074], [1.364, -0.182, 1.422], [3.182, 1.145, 1.670], [3.821, 0.348, 2.693], [4.832, -0.578, 2.069], [4.431, -1.778, 1.491], [5.375, -2.569, 0.861], [6.690, -2.126, 0.830], [7.083, -0.989, 1.377], [6.178, -0.239, 1.979], [3.807, 2.301, 1.087], [-3.021, -0.638, -0.186], [-3.717, 0.309, -0.932], [-5.004, 0.660, -0.591], [-5.645, 0.072, 0.502], [-6.909, 0.512, 0.741], [-7.687, -0.056, 1.785], [-8.247, -1.418, 1.372], [-8.811, 0.938, 2.065], [-4.954, -0.876, 1.248], [-3.657, -1.216, 0.901], [2.505, -1.465, -0.853], [3.907, -1.428, -1.932], [2.800, -0.045, -1.866], [2.110, -2.844, -2.904], [2.333, -1.377, -3.909], [-2.263, -2.450, -2.035], [-1.696, -0.880, -2.692], [-1.298, -1.826, 0.179], [0.009, -0.092, 0.404], [0.047, 3.146, -2.530], [1.893, 4.777, -2.429], [3.728, 4.463, -0.779], [4.296, 1.016, 3.417], [3.034, -0.230, 3.184], [3.394, -2.077, 1.538], [5.098, -3.506, 0.405], [7.467, -2.703, 0.347], [6.551, 0.679, 2.419], [3.954, 3.088, 1.837], [4.786, 2.050, 0.659], [-3.239, 0.782, -1.774], [-5.546, 1.398, -1.162], [-7.072, -0.161, 2.691], [-8.828, -1.844, 2.186], [-8.888, -1.299, 0.502], [-7.443, -2.104, 1.114], [-9.445, 0.569, 2.866], [-8.395, 1.899, 2.353], [-9.410, 1.075, 1.169], [-5.403, -1.356, 2.103], [-3.137, -1.954, 1.495]],
  "lowdin_charge": [-0.0440, -0.2008, 0.0013, -0.4908, 0.1110, -0.0216, -0.2221, 0.1566, -0.4217, 0.0421, -0.0332, -0.0028, -0.0465, -0.0166, -0.1387, -0.0173, -0.3682, 0.0521, -0.0338, -0.0845, -0.1835, -0.0223, -0.0533, -0.1499, 0.0619, -0.1165, -0.0720, -0.1792, -0.0122, 0.0123, -0.2627, -0.0315, -0.4365, -0.0367, -0.0404, -0.0200, -0.0270, 0.0672, 0.0787, 0.0735, 0.1194, 0.1251, 0.1393, 0.1154, 0.1530, 0.0860, 0.1184, 0.1085, 0.1167, 0.1322, 0.1334, 0.1154, 0.1057, 0.1037, 0.1135, 0.1442, 0.1404, 0.1024, 0.1184, 0.1370, 0.0824, 0.0863, 0.0712, 0.0806, 0.0808, 0.0835, 0.1035, 0.1135]
}

No. 3
{
  "formula": "C7H17N",
  "method": "ωB97M-V with the def2-TZVPD basis set",
  "smiles": "CC(C)C.C=CCN",
  "energy_ha": -331.6236,
  "species": ["C", "C", "C", "C", "H", "H", "H", "H", "H", "H", "H", "H", "H", "H", "C", "C", "C", "N", "H", "H", "H", "H", "H", "H", "H"],
  "coordinates": [[-2.023, 0.338, 0.711], [-1.750, -1.162, 0.676], [-2.901, -2.010, 1.181], [-1.315, -1.611, -0.740], [-1.120, 0.919, 0.535], [-2.756, 0.615, -0.055], [-2.488, 0.597, 1.666], [-0.838, -1.345, 1.261], [-2.577, -3.045, 1.299], [-3.713, -2.077, 0.450], [-3.269, -1.625, 2.132], [-0.319, -1.250, -0.989], [-1.338, -2.699, -0.799], [-2.008, -1.167, -1.462], [3.122, 0.989, 1.106], [2.155, 1.434, 0.315], [2.265, 1.461, -1.189], [1.123, 0.791, -1.813], [3.043, 1.143, 2.175], [4.002, 0.524, 0.688], [1.221, 1.858, 0.670], [2.366, 2.507, -1.516], [3.200, 1.009, -1.525], [1.190, 0.882, -2.821], [0.232, 1.161, -1.531]],
  "lowdin_charge": [-0.0884, -0.4967, -0.0953, -0.0918, 0.0486, 0.0789, 0.0724, 0.1258, 0.0732, 0.0810, 0.0718, 0.0467, 0.0702, 0.0753, 0.0019, -0.1864, -0.3028, -0.0067, 0.0507, 0.0556, 0.0884, 0.1055, 0.1057, 0.0687, 0.0477]
}

Energy above the lowest of the compared OMol25 structures with the same formula, charge and spin across the listed records, respectively: 139.1 0.0 29.7 kcal per mole.